Computed, not measured: a cluster of 2 separate species, C8H8O2 in total in a non-equilibrium geometry, with ωB97M-V with the def2-TZVPD basis set.

Atoms and positions in Å:
C 1.0199 2.5142 -0.3837
C 0.8226 1.4290 0.0987
C 0.6422 0.0585 0.6333
O 1.4505 -0.1749 1.7639
C 0.9904 -0.9543 -0.4572
O 2.3665 -0.8562 -0.7733
H 1.1737 3.4882 -0.7887
H -0.3975 -0.0656 0.9505
H 2.3396 -0.3342 1.3988
H 0.8422 -1.9652 -0.0693
H 0.3614 -0.7998 -1.3467
H 2.4947 0.0112 -1.1871
C -1.6000 -2.1473 -0.0240
C -2.0756 -1.0332 0.0130
C -2.6213 0.2485 0.0469
C -3.0888 1.3583 0.0786
H -1.1816 -3.1104 -0.0591
H -3.5388 2.3333 0.1054

**Structure (SMILES)**: C#C[C@H](O)CO.C#CC#C
**HOMO energy**: -9.9 eV

Löwdin population analysis, charges in e, atoms 1 to 4: atom 1 (C): 0.131, atom 2 (C): -0.067, atom 3 (C): -0.401, atom 4 (O): -0.009



Computed, not measured: a structure of composition C24H31BaN3OSi2, with ωB97M-V with the def2-TZVPD basis set.

Atoms and positions in Å:
Ba 0.6565 0.0015 -0.1948
C 6.6891 1.9287 0.0771
C 5.3441 2.2609 0.1693
C 4.3573 1.2804 0.1278
C 4.7510 -0.0505 0.0096
C 6.0993 -0.3961 -0.0937
C 7.0648 0.5950 -0.0613
N 3.6950 -1.0232 -0.0256
N 4.0678 -2.1809 0.2102
C 3.0508 -3.2019 0.2003
C 3.6031 -4.4870 0.1950
C 2.7690 -5.5924 0.1831
C 1.3928 -5.3786 0.1956
C 0.8863 -4.0812 0.2206
C 1.6776 -2.9150 0.2288
H 7.4471 2.7051 0.1041
H 5.0418 3.2972 0.2685
H 3.2696 1.5567 0.1844
H 6.3641 -1.4401 -0.1977
H 8.1136 0.3306 -0.1471
H 4.6835 -4.5997 0.1964
H 3.1783 -6.5972 0.1709
H 0.7155 -6.2300 0.1948
H -0.1998 -3.9806 0.2394
C -3.8054 2.3338 -2.4360
Si -2.1277 1.8947 -1.6397
C -1.1731 3.4960 -1.4402
C -1.2304 0.9773 -3.0469
C -2.4144 0.9512 -0.0990
C -2.8329 -0.4176 -0.2096
C -3.8973 -0.9795 0.5580
C -4.2355 -2.3028 0.4426
C -3.5423 -3.1219 -0.4513
C -2.5212 -2.5254 -1.1711
N -2.1559 -1.2514 -1.0651
Si -2.5033 1.7335 1.5554
C -4.2002 2.3892 2.1526
C -1.3294 3.1795 1.7819
C -1.9943 0.4622 2.8723
H -3.7005 2.8792 -3.3796
H -4.3888 2.9491 -1.7438
H -4.3801 1.4219 -2.6256
H -0.9712 3.9021 -2.4381
H -0.2156 3.2930 -0.9390
H -1.7235 4.2538 -0.8782
H -1.3508 1.5687 -3.9617
H -1.6366 -0.0197 -3.2106
H -0.1517 0.8839 -2.8813
H -4.4572 -0.3316 1.2197
H -5.0513 -2.7048 1.0362
H -3.7691 -4.1730 -0.5712
H -1.9271 -3.1224 -1.8603
H -4.6076 3.1123 1.4395
H -4.0774 2.8977 3.1154
H -4.9463 1.6009 2.2869
H -1.6878 4.0899 1.2971
H -0.3310 2.9427 1.3850
H -1.2466 3.3888 2.8550
H -2.4852 -0.5024 2.7299
H -2.2321 0.8195 3.8794
H -0.9130 0.2971 2.8338
O 1.4954 1.9326 0.1521

**HOMO energy**: -0.4 eV
**Net charge**: -2

Löwdin population analysis, charges in e, atoms 1 to 4: atom 1 (Ba): 1.487, atom 2 (C): -0.133, atom 3 (C): -0.092, atom 4 (C): -0.035



Computed, not measured: the molecule C5H7N in a non-equilibrium geometry, with ωB97M-V with the def2-TZVPD basis set.

Atoms and positions in Å:
C -1.0933 0.8150 0.1586
C -1.0525 -0.6496 -0.0337
C -0.1296 0.6654 -0.9544
N 1.0001 -0.2249 -0.7797
C 1.4947 -0.1425 0.5643
C 0.3620 -1.1791 0.0536
H -0.8700 1.2599 1.1299
H -2.0080 1.2468 -0.2590
H -1.9454 -1.2930 0.0440
H 0.0357 1.4206 -1.7375
H 1.0803 0.5945 1.2487
H 2.5844 -0.2679 0.6611
H 0.5416 -2.2452 -0.0960

**Structure (SMILES)**: C1[C@H]2[C@@H]1N1C[C@@H]21
**HOMO energy**: -8.0 eV

Löwdin population analysis, charges in e, atoms 1 to 4: atom 1 (C): -0.222, atom 2 (C): -0.053, atom 3 (C): -0.100, atom 4 (N): -0.107